No. 1
{"formula": "C22H24BrN2O2S5SbTc", "method": "wB97M-V/def2-TZVPD", "elements": ["Tc", "Br", "C", "C", "C", "C", "O", "C", "C", "N", "C", "C", "C", "C", "C", "C", "C", "C", "N", "C", "C", "H", "H", "H", "H", "H", "H", "H", "H", "H", "H", "S", "Sb", "S", "S", "S", "C", "C", "C", "S", "O", "C", "C", "C", "H", "H", "H", "H", "H", "H", "H", "H", "H", "H", "H", "H", "H", "H"], "xyz": [[-1.255281, 0.191194, 0.184905], [1.374404, 6.153306, 3.823068], [0.505568, 4.841159, 2.821406], [-0.527559, 5.190710, 1.947099], [-1.191492, 4.222351, 1.211522], [-0.802083, 2.893944, 1.327981], [-1.504451, 1.988012, 0.583162], [0.231017, 2.518585, 2.198323], [0.578883, 1.146522, 2.446808], [0.118305, 0.133577, 1.790386], [0.450246, -1.193960, 2.219216], [1.500528, -1.557103, 3.024118], [1.660696, -2.903641, 3.416170], [0.766454, -3.858936, 3.015747], [-0.313461, -3.508718, 2.168733], [-1.287955, -4.429829, 1.728740], [-2.303853, -4.008284, 0.910381], [-2.333367, -2.673430, 0.501520], [-1.430985, -1.773323, 0.878868], [-0.440821, -2.173810, 1.749236], [0.869973, 3.508947, 2.959245], [-0.821335, 6.227807, 1.859052], [-2.007857, 4.486730, 0.554581], [1.246968, 0.965341, 3.284488], [2.226911, -0.833338, 3.368380], [2.495108, -3.168484, 4.049275], [0.871975, -4.885559, 3.339968], [-1.228190, -5.463029, 2.047975], [-3.070766, -4.684301, 0.563301], [-3.100541, -2.331652, -0.180687], [1.643430, 3.228169, 3.661692], [-7.856617, -0.556637, -2.114295], [-7.134521, 0.525246, -3.766009], [-3.174960, 0.165579, -1.212768], [-2.799748, 0.087659, -3.098711], [-4.271030, -0.405417, -4.207922], [0.597777, 1.151741, -4.723169], [1.292429, 1.796015, -3.530825], [0.440920, 1.815831, -2.252844], [0.397961, 0.260736, -1.380618], [-0.067323, -0.878398, -2.202865], [2.116013, 0.025268, -0.850541], [2.704605, -1.294608, -1.361613], [2.214143, -2.526688, -0.617787], [1.237987, 1.206988, -5.601476], [-0.324137, 1.684466, -4.964235], [0.364756, 0.102879, -4.548961], [1.515010, 2.841855, -3.749298], [2.259780, 1.325260, -3.343471], [-0.602056, 2.059380, -2.462408], [0.805244, 2.525266, -1.503257], [2.107407, 0.072303, 0.237204], [2.654104, 0.893159, -1.232059], [3.784769, -1.191896, -1.239762], [2.521428, -1.387068, -2.432628], [2.437341, -2.452366, 0.447857], [2.715703, -3.415465, -0.996058], [1.142564, -2.680057, -0.746122]], "forces_ev_per_a": [[0.36, 0.20, -0.27], [0.03, 0.07, 0.04], [0.01, -0.34, -0.05], [0.01, -0.04, 0.00], [0.25, -0.04, 0.18], [-0.20, -0.08, -0.41], [-0.14, -0.10, 0.56], [0.05, -0.01, 0.08], [-0.16, 0.05, -0.13], [0.15, -0.10, 0.10], [-0.05, 0.10, -0.04], [-0.04, -0.10, -0.02], [-0.09, 0.06, -0.08], [0.00, 0.08, -0.01], [0.07, 0.01, 0.04], [-0.01, -0.02, -0.02], [0.04, 0.10, -0.03], [-0.04, -0.09, -0.16], [0.01, 0.15, 0.33], [0.08, -0.02, 0.03], [-0.16, 0.25, -0.12], [0.01, 0.01, 0.00], [-0.01, -0.02, -0.01], [-0.01, 0.02, 0.02], [0.01, 0.02, 0.01], [0.01, -0.01, 0.02], [0.00, -0.02, -0.01], [0.00, -0.01, 0.00], [-0.01, -0.01, 0.00], [-0.03, -0.02, 0.04], [0.02, 0.02, 0.02], [-0.32, -0.44, 0.70], [0.10, 0.47, -0.68], [-0.33, 0.04, 0.19], [0.30, -0.13, -0.26], [0.01, 0.03, -0.14], [-0.01, 0.02, -0.03], [-0.02, 0.07, 0.07], [0.06, 0.03, -0.15], [-0.01, -0.33, 0.10], [0.03, 0.14, 0.12], [0.05, -0.08, -0.05], [-0.01, 0.13, -0.04], [0.02, -0.03, 0.03], [0.01, 0.01, 0.00], [-0.03, 0.00, 0.00], [0.00, -0.04, 0.02], [0.01, 0.00, -0.02], [0.00, -0.03, 0.01], [-0.03, 0.03, -0.01], [0.03, 0.01, 0.02], [-0.01, 0.00, 0.01], [0.02, -0.02, 0.01], [0.01, -0.01, -0.01], [0.00, -0.01, 0.00], [0.01, -0.01, 0.02], [0.01, 0.00, -0.01], [-0.06, 0.02, -0.01]], "total_charge": 3, "gap_ha": [0.160, 0.160], "multiplicity": 1, "e_homo_ev": [-15.734, -15.733], "e_tot_ev": -163207.114}



No. 2
{"formula": "C22H24CoN14O2", "method": "wB97M-V/def2-TZVPD", "elements": ["Co", "C", "N", "C", "C", "C", "C", "C", "C", "N", "C", "C", "C", "C", "C", "C", "N", "C", "C", "C", "C", "C", "N", "H", "H", "H", "H", "H", "H", "H", "H", "H", "H", "H", "H", "H", "H", "H", "H", "H", "H", "N", "C", "N", "N", "N", "N", "C", "N", "N", "N", "N", "H", "N", "C", "C", "O", "O", "H", "H", "H", "H", "H"], "xyz": [[-0.380196, 0.393802, 0.380431], [2.370193, -0.818998, -0.043936], [1.469311, -0.105909, -0.944938], [1.081671, -0.889527, -2.116918], [0.079281, -1.948656, -1.761163], [0.228565, -3.276558, -2.122384], [-0.761102, -4.176034, -1.759845], [-1.854894, -3.711663, -1.051770], [-1.906208, -2.367800, -0.722315], [-0.963753, -1.497516, -1.069269], [1.989953, 1.194606, -1.359957], [0.880908, 2.204179, -1.493804], [1.083208, 3.396793, -2.167375], [0.037973, 4.296756, -2.271865], [-1.184790, 3.966998, -1.716292], [-1.306149, 2.763090, -1.051345], [-0.292457, 1.896926, -0.930583], [2.527362, -0.056407, 1.251344], [3.575829, -0.320719, 2.120041], [3.654220, 0.395222, 3.301247], [2.698276, 1.364606, 3.566208], [1.688331, 1.566323, 2.643087], [1.601278, 0.865057, 1.511049], [3.358866, -0.982729, -0.498547], [1.924377, -1.790372, 0.181827], [1.955796, -1.320944, -2.622763], [0.596831, -0.201101, -2.814123], [1.109686, -3.594731, -2.663852], [-0.669295, -5.224375, -2.011320], [-2.644910, -4.376384, -0.732511], [-2.719305, -1.974549, -0.126404], [2.519025, 1.111364, -2.317579], [2.712793, 1.559402, -0.630651], [2.049767, 3.603805, -2.607806], [0.175386, 5.237928, -2.788075], [-2.033681, 4.632041, -1.773986], [-2.234130, 2.461054, -0.595642], [4.303995, -1.082663, 1.874417], [4.451300, 0.200431, 4.006837], [2.725512, 1.953664, 4.471858], [0.914620, 2.307963, 2.802240], [-2.223656, -0.224003, 3.114173], [-1.972314, 1.102732, 2.803235], [-2.383523, 2.128630, 3.524276], [-1.948775, 3.204522, 2.837125], [-1.320766, 2.844352, 1.773086], [-1.319878, 1.488958, 1.712239], [-1.350625, -1.207239, 2.680352], [-1.255414, -2.407867, 3.220336], [-0.314216, -3.025633, 2.478445], [0.118908, -2.247146, 1.553163], [-0.528459, -1.058134, 1.647401], [-2.645050, -0.386431, 4.014403], [-5.527047, -0.139550, 1.048927], [-5.639734, 0.183436, -0.367524], [-4.264532, 0.356925, -1.003381], [-4.083366, 0.456577, -2.185130], [-3.264192, 0.423565, -0.115837], [-6.217517, 0.326780, 1.617819], [-3.683096, 0.319594, 0.771524], [-5.581729, -1.132492, 1.229849], [-6.144394, 1.143385, -0.486635], [-6.192765, -0.543737, -0.964415]], "forces_ev_per_a": [[0.67, 0.21, -0.14], [0.13, 0.03, -0.05], [-0.31, -0.16, 0.17], [0.04, 0.03, -0.06], [-0.01, 0.05, 0.09], [-0.01, 0.02, 0.00], [0.00, -0.01, 0.00], [0.00, 0.00, 0.00], [0.02, 0.00, 0.00], [-0.17, 0.02, -0.04], [0.02, 0.05, -0.02], [0.01, -0.06, -0.05], [-0.01, -0.06, -0.07], [0.00, 0.03, -0.01], [0.00, -0.03, 0.00], [-0.04, -0.07, -0.09], [-0.04, 0.23, 0.19], [-0.02, -0.03, -0.05], [-0.01, 0.00, 0.01], [0.00, 0.00, 0.01], [0.00, 0.01, 0.01], [-0.01, -0.03, -0.02], [0.03, 0.04, 0.06], [-0.02, 0.02, -0.02], [0.00, -0.01, 0.01], [0.00, -0.01, 0.02], [0.03, -0.01, -0.03], [0.00, -0.01, 0.00], [-0.01, 0.00, -0.01], [0.01, -0.01, 0.00], [-0.01, 0.00, -0.01], [0.05, 0.02, 0.03], [-0.04, -0.02, 0.04], [0.00, 0.00, 0.00], [0.00, 0.00, 0.00], [0.00, 0.00, -0.01], [0.01, 0.02, 0.02], [0.00, 0.00, 0.00], [0.01, 0.01, 0.00], [0.01, -0.01, 0.01], [-0.01, 0.00, 0.00], [-0.02, 0.02, -0.08], [-0.06, -0.10, 0.05], [0.04, 0.05, -0.05], [-0.04, -0.02, 0.01], [0.07, -0.07, 0.06], [-0.18, -0.04, -0.10], [-0.09, 0.08, 0.02], [0.04, -0.01, -0.06], [-0.04, -0.01, 0.03], [0.02, 0.08, 0.03], [0.05, -0.26, 0.06], [0.04, 0.02, 0.03], [0.02, -0.04, -0.01], [-0.05, 0.02, 0.01], [0.12, 0.02, 0.03], [-0.04, -0.01, 0.00], [-0.25, -0.03, -0.02], [0.02, 0.03, 0.00], [0.04, 0.02, 0.02], [-0.02, 0.00, 0.00], [-0.02, -0.02, -0.01], [0.01, 0.00, 0.01]], "total_charge": 0, "gap_ha": [0.301, 0.301], "multiplicity": 2, "s2": 0.8264, "e_homo_ev": [-7.815, -7.791], "e_tot_ev": -85787.600}



- Number 1 is which compound?
  C22H24BrN2O2S5SbTc